Record 1
A 8-piece molecular cluster, C16H48O8 overall, computed with ωB97M-V/def2-TZVPD.

```
72
C16H48O8, DFT ωB97M-V/def2-TZVPD
C 6.401 18.946 28.201
C 5.223 19.761 28.708
O 3.994 19.115 28.312
H 7.330 19.165 28.735
H 6.573 19.183 27.147
H 6.235 17.872 28.268
H 5.169 20.784 28.341
H 5.179 19.761 29.796
H 3.759 19.351 27.412
C 15.353 19.259 26.602
C 14.051 19.950 26.939
O 13.742 20.971 26.009
H 15.420 18.808 25.605
H 15.614 18.466 27.300
H 16.166 19.987 26.525
H 14.166 20.371 27.946
H 13.252 19.205 27.026
H 12.815 21.193 26.133
C 9.624 14.264 31.781
C 8.259 13.602 31.626
O 8.122 12.495 32.513
H 9.637 15.234 31.273
H 10.451 13.719 31.311
H 9.920 14.420 32.817
H 8.021 13.286 30.602
H 7.507 14.372 31.820
H 8.698 11.808 32.164
C 15.144 16.053 31.084
C 15.666 15.905 29.677
O 14.615 16.193 28.733
H 14.465 15.261 31.392
H 14.702 17.042 31.192
H 15.991 15.977 31.770
H 16.018 14.916 29.361
H 16.571 16.506 29.526
H 14.994 16.307 27.857
C 9.554 22.091 26.532
C 9.091 23.235 25.657
O 8.205 24.138 26.352
H 8.766 21.345 26.694
H 9.896 22.378 27.526
H 10.322 21.474 26.057
H 8.668 22.926 24.693
H 9.963 23.821 25.328
H 8.493 25.008 26.076
C 10.622 18.902 29.269
C 10.765 17.636 28.424
O 11.280 16.539 29.170
H 10.318 19.721 28.616
H 11.531 19.107 29.833
H 9.856 18.719 30.027
H 11.404 17.896 27.575
H 9.779 17.309 28.096
H 12.243 16.642 29.169
C 11.931 18.215 32.773
C 12.133 16.686 32.939
O 11.573 16.325 34.201
H 12.425 18.548 31.858
H 12.401 18.709 33.619
H 10.866 18.385 32.640
H 13.204 16.494 32.977
H 11.556 16.248 32.122
H 12.038 15.546 34.518
C 7.883 21.894 30.531
C 7.594 23.126 29.702
O 6.953 22.763 28.487
H 8.530 21.205 29.989
H 6.943 21.380 30.743
H 8.294 22.178 31.501
H 8.492 23.738 29.556
H 6.921 23.791 30.258
H 7.476 23.148 27.761
```

As for the multiplicity: 1. The value obtained for the energy above the lowest of the compared OMol25 structures with the same formula, charge and spin is 2.923 eV. For the orbital gap, the calculation gives 10.25 eV. The SMILES is CCO.CCO.CCO.CCO.CCO.CCO.CCO.CCO. As for the HOMO energy: -9.9 eV. The value obtained for the molar mass is 368.55 g mol⁻¹.

---

Record 2
C16H49N14NaO10 as an isolated structure, computed with ωB97M-V/def2-TZVPD.

```
90
C16H49N14NaO10, DFT ωB97M-V/def2-TZVPD
Na -4.514 -2.137 -1.274
C -0.961 -0.300 -0.480
C -1.533 -1.227 0.549
O -2.743 -1.456 0.553
O -0.749 -1.720 1.356
H -0.137 -0.736 -1.045
H -0.410 0.509 0.000
H -1.673 0.049 -1.228
C 6.048 -3.055 -2.336
C 5.068 -1.822 -2.475
C 4.104 -1.617 -1.243
O 3.068 -0.700 -1.537
C 2.514 -0.087 -0.348
N 5.877 -0.614 -2.653
H 5.673 -4.040 -2.060
H 6.795 -2.979 -1.547
H 6.689 -3.199 -3.206
H 4.581 -1.946 -3.442
H 4.699 -1.235 -0.414
H 3.726 -2.583 -0.906
H 3.117 0.578 0.271
H 2.070 -0.770 0.376
H 1.742 0.607 -0.681
H 5.302 -0.052 -3.264
H 5.742 -0.161 -1.761
C -0.914 1.907 2.520
C 0.558 1.750 2.856
C 0.894 2.785 3.895
O 1.077 4.038 3.195
C 1.564 5.063 4.110
N 0.691 0.417 3.302
H -1.103 2.835 1.980
H -1.637 1.919 3.336
H -1.201 1.111 1.834
H 1.115 1.858 1.926
H 1.733 2.390 4.468
H 0.058 2.912 4.583
H 2.555 4.738 4.428
H 0.908 5.430 4.899
H 1.703 5.931 3.465
H -0.033 0.382 4.005
H 0.398 -0.373 2.744
C -2.928 -1.679 4.695
O -3.455 -1.992 5.713
N -1.652 -1.460 4.396
N -3.592 -1.564 3.580
H -1.345 -1.417 3.434
H -1.021 -1.644 5.163
H -4.481 -2.039 3.515
H -3.091 -1.395 2.719
C 1.546 -2.034 -4.264
O 1.288 -2.361 -5.426
N 1.881 -2.896 -3.356
N 1.493 -0.878 -3.728
H 1.763 -3.866 -3.614
H 2.366 -2.643 -2.507
H 1.171 -0.241 -4.443
H 1.920 -0.549 -2.873
C -5.680 1.399 1.508
O -6.261 1.257 0.448
N -4.495 0.960 1.870
N -6.186 2.188 2.394
H -4.132 0.138 1.410
H -4.205 1.252 2.792
H -5.667 2.459 3.216
H -7.001 2.698 2.083
C -1.235 1.513 -4.280
O -0.012 1.741 -4.391
N -1.762 0.435 -3.823
N -2.087 2.122 -4.970
H -1.134 -0.327 -3.607
H -2.752 0.302 -3.971
H -1.700 2.854 -5.548
H -2.836 1.499 -5.236
C -0.983 -5.228 0.104
O -0.985 -6.413 -0.022
N 0.024 -4.407 -0.053
N -1.984 -4.489 0.500
H 0.933 -4.823 -0.196
H 0.020 -3.403 0.061
H -1.789 -3.587 0.909
H -2.842 -5.019 0.544
C -0.268 3.669 -1.259
O -1.042 3.881 -0.362
N 0.363 2.621 -1.534
N 0.134 4.662 -2.008
H 0.055 1.745 -1.137
H 0.983 2.653 -2.330
H -0.361 5.543 -1.998
H 0.566 4.367 -2.871
```

As for the multiplicity: 2. Its expectation value of S² is 0.754. For the orbital gap (spin up / spin down), the calculation gives 7.24 / 3.41 eV. The charge is +1. As for the HOMO energy (spin up / spin down): -11.4 / -11.4 eV. The value obtained for the molar mass is 620.65 g mol⁻¹.

---

Record 3
A 11-piece molecular cluster, C16H49N21O11P overall, computed with ωB97M-V/def2-TZVPD.

```
98
C16H49N21O11P, DFT ωB97M-V/def2-TZVPD
C -2.712 -7.716 -2.557
P -2.270 -5.881 -2.533
O -2.399 -5.409 -0.880
C -0.465 -5.577 -2.996
C 0.203 -6.125 -4.295
C 1.684 -5.755 -4.571
C 2.456 -4.855 -3.566
C 1.695 -4.387 -2.309
N 0.311 -4.748 -2.077
H -2.845 -8.148 -1.492
H -2.028 -8.370 -3.201
H -3.762 -7.787 -3.038
H -2.283 -4.425 -0.904
H -0.400 -6.759 -5.038
H 2.158 -6.149 -5.532
H 3.533 -4.535 -3.750
H 2.260 -3.733 -1.547
H -0.109 -4.350 -1.212
C -0.118 -1.295 0.230
O -0.505 -2.064 -0.652
N 0.146 -1.701 1.493
N 0.075 0.020 0.009
H 0.462 -1.086 2.223
H 0.014 -2.677 1.700
H -0.112 0.362 -0.921
H 0.390 0.665 0.714
C 2.587 1.274 2.604
O 1.421 1.648 2.674
N 3.386 1.561 1.551
N 3.178 0.538 3.578
H 4.345 1.264 1.476
H 2.984 2.107 0.806
H 2.616 0.303 4.380
H 4.130 0.222 3.540
C -3.604 -0.237 -1.960
O -2.900 -0.164 -2.961
N -3.207 -0.877 -0.833
N -4.839 0.313 -1.891
H -3.770 -0.948 -0.002
H -2.291 -1.302 -0.844
H -5.174 0.798 -2.708
H -5.429 0.261 -1.079
C -7.256 2.848 -1.516
O -7.163 1.931 -2.323
N -8.429 3.186 -0.927
N -6.196 3.601 -1.141
H -8.526 3.933 -0.263
H -9.242 2.648 -1.180
H -5.306 3.380 -1.557
H -6.251 4.357 -0.481
C 5.097 -3.087 -6.769
O 6.192 -3.026 -7.298
N 4.582 -4.248 -6.283
N 4.295 -2.004 -6.616
H 3.683 -4.321 -5.844
H 5.149 -5.076 -6.379
H 4.642 -1.124 -6.963
H 3.390 -2.034 -6.183
C -3.193 5.248 0.022
O -4.357 5.622 0.090
N -2.391 5.541 -1.029
N -2.604 4.507 0.993
H -1.435 5.244 -1.102
H -2.791 6.091 -1.772
H -3.168 4.268 1.793
H -1.652 4.191 0.956
C 7.680 1.663 2.000
O 7.056 1.146 1.079
N 7.717 1.137 3.246
N 8.387 2.809 1.848
H 8.222 1.545 4.013
H 7.205 0.285 3.400
H 8.384 3.233 0.934
H 8.904 3.249 2.587
C 7.365 0.651 7.046
O 8.064 0.718 6.044
N 7.766 0.018 8.174
N 6.129 1.205 7.114
H 7.209 -0.048 9.006
H 8.679 -0.407 8.162
H 5.796 1.686 6.294
H 5.541 1.161 7.926
C -1.290 8.287 2.206
O -0.382 7.631 1.716
N -1.131 9.572 2.607
N -2.536 7.785 2.391
H -1.863 10.127 3.011
H -0.218 9.981 2.486
H -2.693 6.832 2.104
H -3.295 8.305 2.790
C -6.432 -2.626 0.482
O -6.101 -1.589 1.041
N -5.990 -3.845 0.881
N -7.268 -2.646 -0.583
H -6.249 -4.707 0.437
H -5.366 -3.871 1.671
H -7.618 -1.759 -0.909
H -7.552 -3.485 -1.055
```

As for the multiplicity: 1. The value obtained for the energy above the lowest of the compared OMol25 structures with the same formula, charge and spin is 3.819 eV. For the orbital gap, the calculation gives 6.35 eV. The charge is +1. As for the HOMO energy: -10.7 eV. The value obtained for the molar mass is 742.68 g mol⁻¹.

---

Record 4
A 10-piece molecular cluster, C16H52F6N2O9P overall, computed with ωB97M-V/def2-TZVPD.

```
86
C16H52F6N2O9P, DFT ωB97M-V/def2-TZVPD
P -6.496 23.158 -9.254
F -5.026 23.700 -9.669
F -5.876 21.772 -8.753
F -6.365 23.840 -7.821
F -7.993 22.729 -8.895
F -7.048 24.584 -9.916
F -6.717 22.515 -10.744
C -8.775 19.071 -9.161
C -8.841 19.392 -10.635
O -9.137 20.754 -10.856
H -8.467 18.034 -8.984
H -9.758 19.179 -8.701
H -8.078 19.726 -8.637
H -9.661 18.849 -11.109
H -7.926 19.096 -11.165
H -8.439 21.344 -10.551
C -4.437 26.009 -5.465
C -4.313 26.358 -6.928
O -5.586 26.692 -7.452
H -5.131 25.192 -5.288
H -4.778 26.869 -4.879
H -3.449 25.799 -5.040
H -3.887 25.508 -7.465
H -3.628 27.207 -7.046
H -5.714 26.265 -8.304
C -8.186 22.314 -5.548
C -7.515 23.508 -4.922
O -8.207 23.956 -3.756
H -7.598 21.815 -6.317
H -9.201 22.438 -5.927
H -8.269 21.582 -4.731
H -7.426 24.340 -5.630
H -6.496 23.232 -4.654
H -9.067 24.258 -4.059
C -4.425 18.492 -9.183
C -3.775 19.727 -9.794
O -4.485 20.209 -10.922
H -4.160 17.586 -9.731
H -5.507 18.624 -9.157
H -4.086 18.349 -8.153
H -2.739 19.560 -10.089
H -3.742 20.509 -9.026
H -5.230 20.731 -10.609
C 1.056 22.915 -10.877
C -0.157 22.010 -10.943
C -1.384 22.666 -10.328
O -1.194 22.780 -8.932
C -2.369 23.261 -8.324
N -0.378 21.579 -12.318
H 0.964 23.777 -11.543
H 1.931 22.355 -11.217
H 1.211 23.266 -9.859
H 0.026 21.119 -10.334
H -2.270 22.052 -10.547
H -1.559 23.653 -10.784
H -2.724 24.157 -8.841
H -2.154 23.539 -7.289
H -3.159 22.505 -8.308
H -0.502 22.384 -12.927
H -1.276 21.104 -12.382
C -8.246 22.651 -15.742
C -8.564 21.724 -14.568
C -7.297 21.280 -13.875
O -6.484 20.539 -14.766
C -5.265 20.192 -14.165
N -9.439 22.464 -13.637
H -9.137 22.720 -16.368
H -7.378 22.320 -16.308
H -8.054 23.663 -15.376
H -9.125 20.850 -14.909
H -7.503 20.680 -12.980
H -6.751 22.185 -13.555
H -5.383 19.567 -13.270
H -4.687 21.076 -13.857
H -4.655 19.636 -14.880
H -8.895 23.275 -13.341
H -9.538 21.909 -12.787
O -8.380 25.078 -12.640
H -8.340 26.012 -12.420
H -8.053 24.634 -11.848
O -4.042 24.139 -12.256
H -4.743 24.355 -12.877
H -4.349 24.498 -11.414
O -8.670 25.852 -8.058
H -8.191 25.500 -7.304
H -8.403 25.281 -8.787
```

As for the multiplicity: 1. The value obtained for the energy above the lowest of the compared OMol25 structures with the same formula, charge and spin is 0.000 eV. For the orbital gap, the calculation gives 9.25 eV. The charge is -1. As for the HOMO energy: -6.6 eV. The value obtained for the molar mass is 561.56 g mol⁻¹.

---

Record 5
A 13-piece molecular cluster, C16H54F3O14 overall, computed with ωB97M-V/def2-TZVPD.

```
87
C16H54F3O14, DFT ωB97M-V/def2-TZVPD
C -0.852 -0.668 -0.116
O 0.057 -1.141 0.872
O -1.963 -1.518 0.021
C -1.202 0.864 0.023
F -1.497 1.281 1.250
F -0.177 1.626 -0.383
F -2.251 1.245 -0.746
C 1.350 -0.528 0.987
C 2.188 -1.468 1.824
H 3.132 -0.983 2.071
H 1.772 -1.602 2.823
H 2.312 -2.418 1.304
H 1.282 0.425 1.512
H 1.817 -0.256 0.040
H -0.335 -0.760 -1.071
C -0.075 5.769 -3.796
O 0.615 6.354 -4.849
H 0.194 4.731 -3.599
H 0.081 6.293 -2.853
H -1.153 5.832 -3.945
H 0.201 6.098 -5.676
C 4.238 3.948 -1.933
O 4.661 2.744 -1.275
H 3.982 3.808 -2.983
H 3.441 4.393 -1.337
H 5.044 4.672 -1.814
H 5.087 2.939 -0.437
C -7.886 -0.116 -1.048
O -8.169 -1.362 -0.621
H -8.309 0.110 -2.028
H -8.268 0.622 -0.342
H -6.801 -0.021 -1.075
H -9.073 -1.388 -0.297
C -0.525 -5.736 -2.871
O -1.873 -5.851 -3.108
H -0.139 -4.761 -3.171
H -0.334 -5.894 -1.809
H 0.044 -6.517 -3.374
H -1.932 -5.770 -4.063
C -4.630 -2.068 -4.980
O -5.672 -2.736 -4.356
H -4.735 -2.287 -6.042
H -4.867 -1.031 -4.742
H -3.643 -2.232 -4.547
H -6.461 -2.449 -4.821
C -5.580 4.397 4.269
O -5.822 5.428 5.266
H -5.982 4.561 3.270
H -4.519 4.158 4.190
H -6.069 3.483 4.605
H -5.133 6.096 5.265
C -1.919 -1.000 5.519
O -1.629 -0.889 6.947
H -1.070 -1.195 4.863
H -2.693 -1.729 5.281
H -2.380 -0.041 5.281
H -0.983 -1.551 7.202
C 8.696 0.170 3.205
O 9.944 -0.177 3.759
H 8.178 0.928 3.792
H 8.809 0.585 2.204
H 7.947 -0.621 3.182
H 9.825 -0.601 4.612
C 2.579 4.139 4.949
O 3.835 4.128 5.594
H 1.815 4.612 5.567
H 2.763 4.552 3.957
H 2.260 3.113 4.769
H 3.798 3.506 6.325
C 0.338 -0.483 -5.943
O -0.018 -1.127 -7.220
H 1.163 0.196 -6.157
H -0.465 0.061 -5.445
H 0.606 -1.215 -5.182
H 0.824 -1.349 -7.624
C -0.463 -5.696 3.064
O -1.497 -5.331 2.217
H 0.488 -5.971 2.606
H -0.228 -4.799 3.637
H -0.835 -6.581 3.580
H -1.268 -4.425 1.996
C 4.299 -2.294 -2.675
O 4.601 -1.004 -3.178
H 4.754 -2.430 -1.694
H 3.231 -2.469 -2.548
H 4.701 -3.066 -3.331
H 4.421 -0.263 -2.594
```

As for the multiplicity: 1. For the orbital gap, the calculation gives 5.32 eV. The charge is -1. As for the HOMO energy: -3.6 eV. The value obtained for the molar mass is 527.59 g mol⁻¹.